[1]
# C3H5NOS

C3H5NOS in the gas phase at a distorted geometry (the ωB97M-V functional and the def2-TZVPD basis, the OMol25 dataset).

```
11
Properties=species:S:1:pos:R:3:forces:R:3
C 1.85448 0.04797 -0.09718 3.17 2.14 -2.01
C 0.58398 -0.40382 0.37260 -2.18 1.56 -1.90
C -2.27858 0.32843 0.01568 -4.12 -0.20 -0.33
H 1.99365 -0.31441 -1.11715 0.04 -0.27 0.05
H 2.71269 -0.31994 0.46769 -0.06 0.25 0.32
H 1.99019 1.20444 -0.28722 -0.60 -2.01 1.09
H 0.29533 0.10659 1.34994 -0.43 -1.72 -0.81
H -3.43804 0.13600 0.13255 1.42 0.82 0.24
N -0.15577 -0.89927 -0.60310 1.49 -0.62 3.37
O -1.84749 1.42856 -0.20630 0.79 -1.01 0.37
S -1.71043 -1.31456 -0.02752 0.48 1.05 -0.38
```
Positions in Å, forces in eV/Å.

Properties
HOMO: -9.6 eV
multiplicity: 1
net charge: 0
frontier orbital gap: 9.9 eV
E_LUMO: 0.009 Ha
relative energy (zero: lowest compared OMol25 entry of this formula, charge and spin): 61.3 kcal/mol
SMILES: C/C=N/SC=O

---

[2]
# C31H41F6N8OY

A molecular structure, C31H41F6N8OY at a distorted geometry (the ωB97M-V functional and the def2-TZVPD basis, the OMol25 dataset).

```
88
Properties=species:S:1:pos:R:3:forces:R:3
Y -0.29556 -0.29720 -0.22466 -0.48 0.35 1.46
C -1.78841 -2.23034 2.39379 0.06 0.01 0.02
C -2.97109 -2.15492 1.45991 -0.18 -0.13 -0.16
N -2.55022 -1.86412 0.07759 0.11 -0.05 -0.03
C -3.65372 -1.30644 -0.69195 -0.07 -0.14 -0.15
C -3.93859 0.08854 -0.23032 0.15 0.11 0.02
C -5.19036 0.65883 -0.36979 -0.03 -0.04 -0.01
C -5.39186 1.93955 0.11413 -0.13 0.04 -0.02
C -4.35061 2.58261 0.74892 0.07 0.00 0.03
C -3.12308 1.93797 0.84293 0.01 -0.18 0.04
C -1.98833 2.61908 1.55626 0.08 0.05 0.08
N -0.83187 1.77075 1.79585 0.25 0.10 0.11
C -0.75374 1.28261 3.17049 -0.06 0.16 -0.06
C -1.56971 0.02230 3.31557 -0.12 -0.19 0.14
N -1.05969 -0.97006 2.38424 0.08 0.02 0.14
N -2.90676 0.72223 0.33956 -0.07 0.36 -0.19
H -1.09939 -2.99685 2.05731 -0.07 -0.01 0.02
H -2.12574 -2.51614 3.40028 -0.03 0.07 -0.01
H -3.64277 -1.35403 1.77495 0.03 0.00 0.04
H -3.55345 -3.08422 1.50242 0.03 0.02 0.02
H -2.25134 -2.72119 -0.36948 -0.02 -0.02 0.03
H -4.57270 -1.90387 -0.61386 0.04 -0.01 0.01
H -3.36862 -1.28896 -1.74107 0.02 0.02 -0.02
H -5.99025 0.09975 -0.83645 0.00 0.00 0.00
H -6.35837 2.41790 0.02038 0.00 -0.01 0.00
H -4.47579 3.56777 1.17855 0.00 0.01 0.00
H -2.36759 3.03714 2.49911 -0.04 -0.05 -0.04
H -1.69368 3.47572 0.95341 -0.02 0.04 -0.01
H 0.00198 2.28284 1.52948 0.00 0.04 0.09
H -1.07327 2.04086 3.89842 -0.04 -0.04 -0.02
H 0.27895 1.03822 3.41369 0.08 -0.01 -0.01
H -2.62282 0.21817 3.09245 0.02 0.02 -0.05
H -1.52834 -0.32268 4.35949 -0.01 -0.02 -0.03
H -0.08334 -1.18334 2.57243 0.00 0.07 0.00
C 1.98608 -3.84877 1.92799 -0.04 -0.11 0.11
C 1.45772 -3.19592 0.64746 -0.15 0.49 0.43
O 0.88967 -1.96579 0.91441 0.34 -0.73 -0.94
C 0.39817 -4.13285 0.00438 -0.18 0.24 0.12
F 0.87265 -5.15940 -0.70081 -0.07 0.01 -0.06
F -0.41736 -4.66224 0.94299 0.03 -0.08 -0.04
F -0.40401 -3.40852 -0.80971 0.17 -0.35 -0.26
C 2.65436 -3.07357 -0.31946 0.09 0.02 0.01
F 2.31914 -2.46220 -1.46947 -0.02 0.04 0.02
F 3.63636 -2.35172 0.24766 -0.01 0.13 -0.06
F 3.19878 -4.25547 -0.64898 0.12 0.02 0.03
H 1.18221 -3.86958 2.66085 -0.01 -0.01 -0.01
H 2.79528 -3.24007 2.32320 0.00 0.04 -0.01
H 2.34950 -4.86603 1.77550 -0.01 0.01 -0.06
N 5.27368 0.49473 -1.25889 -0.07 0.09 0.10
C 4.33965 0.71924 -0.27790 0.08 -0.25 -0.38
C 2.99445 0.36988 -0.50965 0.02 0.07 -0.09
N 2.06000 0.57539 0.38465 -0.09 -0.16 0.19
C 2.44202 1.17679 1.52551 0.27 0.01 -0.26
C 3.75294 1.53471 1.72962 0.01 0.08 0.02
N 4.72194 1.29442 0.84197 -0.02 0.09 0.24
H 5.08814 -0.23894 -1.92089 0.02 0.00 -0.01
H 6.23427 0.60466 -0.97817 -0.01 -0.02 0.02
H 2.70720 -0.04990 -1.46455 -0.04 -0.13 -0.03
H 1.70077 1.40537 2.26446 -0.13 -0.06 0.12
H 4.03467 2.03809 2.64650 0.08 0.00 -0.01
C -0.11070 2.17265 -1.05592 0.32 0.38 -0.10
C 0.99475 3.08883 -0.80320 -0.27 -0.08 -0.11
C 2.19684 3.00505 -1.54144 0.12 0.05 0.04
C 3.29854 3.77634 -1.24741 -0.07 -0.08 -0.11
C 3.25408 4.70738 -0.20690 0.59 0.35 0.11
C 2.06951 4.87211 0.49754 -0.22 -0.10 -0.01
C 0.96843 4.08760 0.19570 0.16 0.04 0.05
C 4.42107 5.50207 0.11330 -0.50 -0.32 -0.15
N 5.34915 6.13258 0.36644 0.08 0.05 0.04
H -0.18479 1.92223 -2.10991 0.12 0.10 -0.05
H -1.05470 2.60366 -0.73327 -0.17 0.00 -0.09
H 2.25611 2.29114 -2.35519 -0.03 0.03 -0.04
H 4.20991 3.66294 -1.82117 0.00 0.00 0.00
H 2.00800 5.62442 1.27356 -0.01 0.00 0.01
H 0.04770 4.28942 0.72690 -0.03 0.01 0.05
C -2.03977 -2.20907 -3.66689 -0.17 -0.10 0.13
C -0.70718 -1.48747 -3.77217 0.24 0.14 -0.18
C 0.42075 -2.50234 -3.91599 0.10 -0.09 0.00
C -0.44484 -0.47321 -2.64171 -0.21 -0.59 -0.11
H -2.21871 -2.86581 -4.52207 0.07 0.02 -0.04
H -2.87111 -1.50114 -3.62819 0.00 0.02 -0.05
H -2.07973 -2.83813 -2.77111 0.02 0.02 0.03
H -0.74381 -0.94584 -4.72986 0.01 0.02 0.02
H 0.49914 -3.14317 -3.03853 -0.03 0.01 0.03
H 1.38424 -2.00377 -4.04421 0.00 0.02 0.01
H 0.27055 -3.15265 -4.78188 -0.05 0.03 -0.03
H -1.12497 0.37881 -2.79945 -0.06 -0.04 -0.05
H 0.55342 -0.03545 -2.83964 -0.04 0.07 -0.01
```
Positions in Å, forces in eV/Å.

Properties
HOMO: -6.8 eV
multiplicity: 1
net charge: 0
frontier orbital gap: 7.1 eV
E_LUMO: 0.010 Ha
relative energy (zero: lowest compared OMol25 entry of this formula, charge and spin): 35.1 kcal/mol

---

[3]
# C13H19BrFMgN2NaO6S2Si2

A molecular structure, C13H19BrFMgN2NaO6S2Si2 at a distorted geometry (the ωB97M-V functional and the def2-TZVPD basis, the OMol25 dataset).

```
48
Properties=species:S:1:pos:R:3:forces:R:3
Si 4.44670 -0.07898 0.13941 1.72 3.08 -0.08
O 5.19415 1.50345 0.30084 -3.59 -1.26 -1.66
Si 4.07439 2.81160 -0.04508 1.60 -1.40 2.59
C 2.32149 2.61166 0.73874 -0.84 0.61 0.82
C 1.69251 4.15844 0.83420 -0.71 -0.58 -0.43
C 0.58530 4.46167 -0.36632 0.70 -0.28 -0.03
S -1.09963 4.42913 0.45467 -0.70 -1.34 -0.48
C -2.19421 3.26451 -0.52153 -1.31 -1.18 -2.50
S -2.58102 3.60476 -2.17274 1.15 -0.52 3.26
N -2.81819 2.01607 0.06221 0.84 1.02 0.60
C -3.34683 0.88910 -0.80291 -1.40 -1.70 6.44
C -3.91831 -0.08911 0.39543 2.34 4.61 -1.29
N -3.64995 0.51839 1.77539 1.81 3.68 -4.55
C -2.95987 1.85616 1.56024 -2.29 -5.15 -3.41
H 3.91865 -0.38017 -1.18666 0.00 0.06 -0.34
H 5.52951 -1.06733 0.37861 0.27 -0.32 0.29
H 3.43346 -0.37145 1.17754 -0.37 -0.19 0.61
H 4.02921 3.11523 -1.49600 -0.24 -0.17 -0.48
H 4.66232 4.02815 0.57247 0.03 0.20 -0.07
H 2.44209 2.25182 1.87063 -0.19 0.53 -2.63
H 1.60132 1.88357 0.15168 1.36 1.59 1.38
H 1.14693 4.23778 1.89277 1.42 0.20 -2.42
H 2.53531 4.98568 0.71209 -1.62 -1.63 0.68
H 0.58551 3.65700 -1.21608 0.14 1.64 1.58
H 0.75234 5.54042 -0.78811 -0.49 -2.08 0.60
H -3.33869 0.77529 -1.96815 0.17 0.70 2.84
H -4.46984 -1.11070 0.19397 1.50 2.68 0.97
H -2.57907 2.65646 2.32676 -0.86 -2.01 -1.74
Na 4.33016 5.67884 -0.86347 0.26 -0.25 0.29
C -2.47248 -5.93409 -1.92969 -0.32 0.16 -0.09
C -1.35510 -5.91477 -1.20043 0.92 -1.56 -0.53
C -1.07987 -4.81426 -0.23568 0.63 0.57 0.80
O -0.05336 -4.83357 0.43433 -0.71 -0.28 -0.70
C -2.06688 -3.72844 -0.12893 0.20 -0.06 0.09
C -3.18254 -3.74617 -0.86081 -0.56 1.31 0.53
C -3.47042 -4.86058 -1.80493 -0.51 -0.55 -0.71
O -4.51315 -4.85839 -2.45058 0.64 0.29 0.56
O -4.11309 -2.72757 -0.76745 0.53 -2.01 -0.98
O -0.41126 -6.91894 -1.31418 -0.78 1.66 0.68
H -2.68627 -6.72900 -2.63306 0.00 0.05 0.05
H -1.84601 -2.92575 0.56291 0.01 -0.02 0.01
H -4.82959 -2.97062 -1.39359 0.26 0.02 0.22
H 0.30227 -6.67893 -0.68367 -0.31 -0.08 -0.23
Br 1.57041 -0.85870 0.69731 -0.48 -0.14 0.30
Mg 6.67041 -2.72006 0.07686 0.17 -0.24 -0.04
F 6.07041 3.36661 2.03019 -0.52 0.37 -0.48
O -1.12766 -0.00181 4.10534 1.29 -0.01 0.94
H -1.73152 0.01763 3.38548 -1.16 -0.04 -1.25
```
Positions in Å, forces in eV/Å.

Properties
HOMO: -6.9 eV
multiplicity: 1
net charge: 0
frontier orbital gap: 2.4 eV
E_LUMO: -0.167 Ha

---

[4]
# C5H32N3O9

10 unconnected molecules or ions with the total composition C5H32N3O9 at a distorted geometry (the ωB97M-V functional and the def2-TZVPD basis, the OMol25 dataset).

```
49
Properties=species:S:1:pos:R:3:forces:R:3
C 2.99945 1.76931 1.16348 0.32 -1.39 -2.08
C 1.54823 1.85813 0.50264 2.12 0.46 2.07
C 0.45881 1.61971 1.52348 -0.71 -1.18 1.45
C -1.02194 1.94073 1.06809 2.76 -3.13 -1.85
N -3.79270 1.43655 0.53926 -0.26 -0.33 -0.52
C -3.09841 0.72185 1.50223 2.98 1.67 -1.05
N -1.74268 0.89884 1.70864 -6.72 -1.51 1.40
N 1.50802 0.86458 -0.59336 4.86 1.12 -2.66
H 3.33416 0.82072 1.66785 -1.24 0.85 -0.12
H 3.17284 2.62514 1.75769 0.14 0.75 0.89
H 3.74382 1.81000 0.32651 -0.57 0.38 0.41
H 1.49087 2.91682 0.14858 -0.15 -1.06 -0.36
H 0.45103 0.54691 2.02243 0.20 2.03 -1.97
H 0.73963 2.15257 2.43461 -0.13 0.57 -0.19
H -0.98791 1.75077 -0.04973 -0.39 0.39 0.72
H -1.33952 2.91680 1.23433 -0.65 1.78 0.61
H -3.17805 1.93957 -0.05571 0.53 0.65 -0.42
H -4.66070 1.23520 -0.02046 1.14 -0.41 1.81
H -3.77299 0.08126 2.08284 0.99 -0.19 0.04
H 1.25930 1.30496 -1.56491 0.73 -1.49 1.80
H 2.45245 0.20248 -0.61007 -2.25 2.58 -0.57
H 0.90898 0.14653 -0.40626 -3.38 -2.16 0.31
H 2.13085 -0.73066 -4.62512 0.34 0.20 0.90
H 1.73337 0.63461 -4.07906 1.04 -1.42 0.77
O 2.23384 -0.20007 -3.80395 -1.29 1.22 -1.56
H -2.28073 -0.77636 -4.34996 0.92 0.13 0.56
H -1.82021 -1.16040 -2.93454 -0.11 -0.09 -1.12
O -1.50693 -0.68865 -3.74271 -1.28 -0.42 0.17
H -0.90196 -0.77464 -1.78315 1.14 -0.04 4.01
H -0.69544 -1.34050 -0.18141 -0.36 -1.48 -0.21
O -0.70240 -0.59250 -0.76905 -0.61 1.12 -3.42
H 0.16225 -1.94282 1.74128 0.08 -1.24 -0.51
H -0.42115 -3.31502 1.63406 -1.31 -1.45 0.93
O 0.14792 -2.75896 1.15886 1.07 2.87 -0.32
H -0.47057 0.92511 -3.76873 -0.09 -0.13 0.12
H -0.44050 2.34945 -3.19973 -0.34 0.48 -0.03
O 0.11884 1.66635 -3.55678 0.37 -0.25 0.22
H 3.03222 -3.04673 0.39195 -0.70 1.42 -0.10
H 2.10553 -1.75364 0.52328 -1.25 -0.49 1.04
O 2.90730 -2.09025 0.17795 1.98 -0.85 -0.86
H 1.01331 -0.83319 3.46088 0.01 0.08 -0.08
H 2.43085 -1.23843 3.44924 2.32 -1.76 1.44
O 1.84985 -0.72258 2.97221 -1.84 1.44 -1.29
H -2.02130 -3.90757 -2.12641 0.52 -2.11 -0.87
H -3.41419 -3.15827 -1.91618 1.64 -0.55 -0.01
O -2.42593 -3.13517 -1.82554 -2.15 2.85 0.80
H -1.34526 -1.67095 3.97287 0.80 0.60 -0.28
H -1.22367 -0.20211 3.24862 1.77 -2.64 0.32
O -0.66857 -1.09549 3.54898 -2.97 2.12 -0.32
```
Positions in Å, forces in eV/Å.

Properties
HOMO: -12.0 eV
multiplicity: 1
net charge: +1
frontier orbital gap: 9.5 eV
E_LUMO: -0.094 Ha
relative energy (zero: lowest compared OMol25 entry of this formula, charge and spin): 103.3 kcal/mol

---

[5]
# C2H5ClOS

A molecular structure, C2H5ClOS at a distorted geometry (the ωB97M-V functional and the def2-TZVPD basis, the OMol25 dataset).

```
10
Properties=species:S:1:pos:R:3:forces:R:3
C 0.67900 -0.69153 0.67924 -0.28 0.11 -2.18
C -0.46613 0.11326 -0.01468 2.72 0.14 -3.26
O -0.00046 0.13584 -1.77761 -1.10 -0.20 3.99
S -0.72120 1.83104 0.46129 1.39 -0.02 -0.41
Cl -1.95803 -0.73771 0.11749 -0.56 -0.17 -0.06
H 0.38398 -0.64038 1.69780 0.28 -0.13 1.18
H 0.59552 -1.76050 0.31365 0.33 1.31 0.40
H 1.70953 -0.25684 0.48157 -1.46 -0.49 0.25
H -0.80699 -0.26174 -2.12905 0.03 0.06 -0.17
H 0.58479 2.26857 0.17029 -1.35 -0.61 0.27
```
Positions in Å, forces in eV/Å.

Properties
HOMO: -9.7 eV
multiplicity: 1
net charge: 0
frontier orbital gap: 10.3 eV
E_LUMO: 0.023 Ha
relative energy (zero: lowest compared OMol25 entry of this formula, charge and spin): 29.9 kcal/mol

---

[6]
# C2H12N4

2 unconnected molecules or ions with the total composition C2H12N4 at a distorted geometry (the ωB97M-V functional and the def2-TZVPD basis, the OMol25 dataset).

```
18
Properties=species:S:1:pos:R:3:forces:R:3
N -4.70521 0.31190 0.20154 -0.15 -1.44 -0.22
C -3.56802 0.59324 1.04341 -0.42 -0.13 -0.45
N -2.31243 0.79979 0.33446 -0.08 0.01 0.19
H -5.20538 -0.54844 0.35910 0.12 0.12 -0.03
H -5.21983 0.98207 -0.32474 0.11 0.61 0.19
H -3.82980 1.43837 1.63836 0.18 0.90 0.57
H -3.43624 -0.22953 1.75105 -0.18 -0.02 -0.05
H -2.48175 0.75280 -0.66285 0.03 -0.02 0.03
H -1.72191 0.00674 0.56796 0.44 0.00 -0.25
N 2.60479 -0.84241 -0.08296 0.94 -0.51 -0.63
C 3.90606 -0.18931 -0.24029 -0.78 -0.69 0.30
N 4.40927 -0.19304 -1.59769 -0.23 1.00 -0.91
H 1.81205 -0.22181 -0.09201 -0.17 0.08 0.40
H 2.62447 -1.49008 0.69000 -0.54 0.10 0.15
H 3.81947 0.81479 0.18981 0.48 0.05 -0.34
H 4.63176 -0.78501 0.30921 0.05 0.30 0.48
H 5.01825 -0.95936 -1.80693 0.14 -0.48 0.24
H 3.65446 -0.24071 -2.27742 0.07 0.12 0.31
```
Positions in Å, forces in eV/Å.

Properties
HOMO (alpha / beta): 1.4 / -5.6 eV
multiplicity: 2
net charge: -1
frontier orbital gap (alpha / beta): 2.4 / 9.7 eV
E_LUMO (alpha / beta): 0.139 / 0.149 Ha
relative energy (zero: lowest compared OMol25 entry of this formula, charge and spin): 8.1 kcal/mol